No. 1
A molecular structure, C26H21F5GaN4O2S2Se. Source: OMol25; level of theory: wB97M-V/def2-TZVPD.

XYZ file:
```
62
C26H21F5GaN4O2S2Se wB97M-V/def2-TZVPD
Ga 0.57550 -0.40304 1.20556
C 0.10606 4.19495 -5.52320
C 0.47310 3.55291 -4.21001
C 1.38035 4.15810 -3.34649
C 1.75186 3.55074 -2.15563
C 1.19404 2.32225 -1.83335
C 0.27245 1.69503 -2.67161
C -0.07798 2.31685 -3.85262
S 1.66056 1.55991 -0.33887
O 1.79564 0.09418 -0.59038
O 2.80255 2.22776 0.19965
N 0.42371 1.45597 0.64040
C -0.43788 2.34028 1.27371
C -0.65759 3.65818 0.99818
C -1.66757 4.36675 1.69468
C -2.43958 3.76190 2.63925
C -2.21273 2.39900 2.96115
C -2.94728 1.68767 3.93468
C -2.64665 0.38480 4.20895
C -1.60074 -0.23595 3.50735
N -0.90479 0.38871 2.58207
C -1.20085 1.69802 2.29176
H 0.45296 5.22551 -5.57542
H -0.97333 4.18487 -5.67767
H 0.55986 3.64651 -6.35133
H 1.80968 5.11787 -3.61071
H 2.47507 4.00753 -1.48919
H -0.15890 0.74132 -2.38965
H -0.79495 1.84552 -4.51791
H -0.06478 4.16051 0.24241
H -1.82707 5.41235 1.45961
H -3.22048 4.30851 3.15568
H -3.75047 2.19109 4.46117
H -3.19133 -0.17456 4.95680
H -1.32176 -1.26337 3.71734
F 1.22496 -6.12085 5.21175
C 1.47962 -4.96465 4.61737
C 0.92800 -4.67940 3.38693
F 0.14225 -5.56738 2.78301
C 1.20402 -3.46870 2.78693
F 0.65632 -3.25407 1.58178
C 1.99679 -2.50589 3.37779
Se 2.43321 -0.81329 2.60618
C 2.54496 -2.82905 4.60906
F 3.33837 -1.95940 5.23730
C 2.29622 -4.03620 5.22739
F 2.83337 -4.30965 6.40949
S -1.28347 -1.31169 0.12138
C -0.76531 -2.16306 -1.30202
N 0.47402 -2.13877 -1.76067
C 0.89498 -2.87825 -2.95730
C -0.26772 -2.93158 -3.92947
C -1.44145 -3.58041 -3.22457
N -1.68699 -2.86593 -1.95820
H 1.12171 -1.49231 -1.33111
H 1.20154 -3.88567 -2.66951
H 1.75845 -2.37329 -3.38248
H 0.00073 -3.48616 -4.82672
H -0.54008 -1.91302 -4.22280
H -1.22976 -4.62913 -3.01548
H -2.34595 -3.53136 -3.82354
H -2.60545 -2.88948 -1.54884
```

Summary:
Total charge: +1
Multiplicity: 1
Total energy: -190335.551 eV
Gap between HOMO and LUMO: 7.88 eV
Energy relative to the best compared isomer or geometry (same formula, charge and spin): 82.0 kJ/mol
E_HOMO: -10.8 eV

No. 2
A molecular structure, C3H3MgO4Sm. Source: OMol25; level of theory: wB97M-V/def2-TZVPD.

XYZ file:
```
12
C3H3MgO4Sm wB97M-V/def2-TZVPD
O -2.75148 0.93928 -0.27488
C -3.33685 -0.15662 0.03679
O -4.26479 -0.24990 0.83539
Mg -0.98629 1.72128 -0.45766
O 0.44072 0.25063 -0.57835
C 0.95228 -0.88290 -0.23032
C 2.41057 -0.70939 0.17549
O 2.92190 0.56798 0.30002
Sm 2.00994 2.26148 -0.02238
H 2.96773 -1.31810 -0.57636
H 2.49683 -1.29901 1.11926
H -2.86057 -1.12474 -0.32702
```

Summary:
Total charge: -1
Multiplicity: 7
Total energy: -34697.262 eV
Gap between HOMO and LUMO (spin up / spin down): 4.58 / 4.46 eV
Energy relative to the best compared isomer or geometry (same formula, charge and spin): 0.0 kJ/mol
E_HOMO (spin up / spin down): -2.3 / -2.2 eV

> Among the records above, which one has the lowest total charge?

C3H3MgO4Sm

> Which value of total energy does entry 1 give?

-190335.551 eV